C11H21F6InN4O7S2 as an isolated structure. Source: the Open Molecules 2025 dataset; level of theory: ωB97M-V/def2-TZVPD.

```
! RIJCOSX wB97M-V def2-TZVPD def2/J DEFGRID3
* xyz 2 1
In 1.63192 0.43564 0.17493
C 1.00756 -1.73144 -4.10035
F 0.41243 -2.70757 -4.73700
F 2.16038 -1.54866 -4.69905
F 0.24885 -0.65292 -4.12832
S 1.26676 -2.28349 -2.30625
O 0.89735 -3.68193 -2.25315
O 2.60530 -1.89348 -1.94954
N 0.18909 -1.34305 -1.27539
S -1.35449 -1.56167 -1.67892
O -2.05254 -0.28546 -1.54205
O -1.71679 -2.38316 -2.80715
C -1.98867 -2.48469 -0.10782
F -1.55861 -1.87128 0.97538
F -3.30159 -2.43158 -0.19140
F -1.53621 -3.70983 -0.10614
C 0.45283 4.88723 -0.43676
C 0.15913 3.71432 -1.35215
O 0.78584 2.63841 -1.21878
N -0.65988 3.93918 -2.35268
C -1.13649 2.81334 -3.16914
H 1.52249 5.08800 -0.43646
H 0.15931 4.60226 0.57233
H -0.09644 5.74978 -0.80581
H -0.98496 4.87676 -2.51937
H -0.48231 2.51139 -3.98951
H -2.08427 3.07910 -3.63010
H -1.21987 1.89815 -2.58574
C 1.13304 -3.96283 2.47764
C 2.34196 -3.14421 2.01026
O 2.23051 -2.08376 1.37677
N 3.53537 -3.72722 2.17904
C 4.86470 -3.16087 2.01298
H 1.38556 -4.72671 3.20859
H 0.74160 -4.47524 1.59690
H 0.38311 -3.26758 2.84631
H 3.48482 -4.71804 2.37708
H 5.61947 -3.74792 1.50344
H 5.15018 -2.92282 3.04401
H 4.74402 -2.15790 1.60587
C -3.23727 1.26059 1.29349
C -1.80468 1.69722 1.48259
O -0.94655 1.11408 0.79782
N -1.55128 2.74493 2.26218
C -2.40645 3.25640 3.35438
H -3.35778 0.82418 0.30286
H -3.96538 2.02771 1.54213
H -3.46165 0.38802 1.91557
H -0.56886 2.95670 2.36681
H -3.30427 2.70522 3.61281
H -2.59756 4.32394 3.27681
H -1.73876 3.13278 4.21009
*
```

Summary:
DFT total energy   -75168.587 eV
Lowest unoccupied orbital energy   -12.3 eV
Frontier orbital gap   3.3249 eV

C11H21N3O in the gas phase. Source: the Open Molecules 2025 dataset; level of theory: ωB97M-V/def2-TZVPD.

```
! RIJCOSX wB97M-V def2-TZVPD def2/J DEFGRID3
* xyz 0 1
C 1.59498 0.21936 -3.34164
C 2.13281 1.53909 -2.79654
C 2.11740 1.57081 -1.25992
C 0.75515 1.37554 -0.38423
C 0.58812 1.10872 1.14575
C -0.86536 1.02218 1.59782
C -1.44464 -0.31084 1.30977
C -0.77406 -1.69995 1.92327
C -0.30167 -1.24574 3.23863
O 0.31937 -2.25534 1.18270
N -1.94769 -0.52623 -0.04563
C -1.30845 -1.48889 -0.74388
N -2.12916 -1.69883 -1.81555
N -3.06192 -0.67513 -1.90214
C -2.79871 0.06714 -0.78734
H 2.18748 -0.92590 -3.13876
H 0.60643 -0.05469 -2.52256
H 1.11318 0.14098 -4.48603
H 3.12538 1.61639 -3.32897
H 1.53407 2.40656 -3.18076
H 2.91092 0.78480 -0.89601
H 2.79244 2.61541 -0.82456
H -0.14617 1.85611 -0.85633
H 0.61940 0.51928 -1.09788
H 1.29042 1.94246 1.69065
H 1.35400 0.21294 1.35009
H -0.78542 0.92895 2.71547
H -1.55533 1.80214 1.27773
H -2.19027 -0.03884 2.04124
H -1.65748 -2.60145 2.09167
H -1.10912 -1.01367 4.10434
H -0.09607 -2.08294 3.93081
H 0.57308 -0.56853 3.14358
H 0.52014 -3.21275 1.55361
H -0.60643 -2.24849 -0.59932
H -3.35683 0.91933 -0.28909
*
```

Summary:
DFT total energy   -18256.807 eV
Lowest unoccupied orbital energy   0.3 eV
Frontier orbital gap   9.3299 eV
SMILES   CCCCCC[C@H]([C@H](C)O)n1cnnc1

C11H21N3O3 in the gas phase. Source: the Open Molecules 2025 dataset; level of theory: ωB97M-V/def2-TZVPD.

```
! RIJCOSX wB97M-V def2-TZVPD def2/J DEFGRID3
* xyz 0 1
N -0.25219 2.48723 -1.39315
C 0.25149 3.72032 -1.01951
C 0.55593 3.74613 0.54030
C 1.01822 2.44053 1.14971
C -0.06612 1.65368 1.94369
C 0.15151 0.09644 2.08824
N 0.72438 -0.64058 0.98648
C -0.03017 -0.63159 -0.20751
O -1.10432 -0.15468 -0.49724
C 0.58919 -1.48141 -1.32580
C -0.64976 -2.06274 -2.14426
C -0.97940 -3.57608 -1.76147
C 0.10391 -3.75095 -0.72609
N 1.13851 -2.76479 -0.82642
C -1.04837 -0.85143 2.67552
O -0.67147 -1.46804 3.65346
O -2.22451 -0.86649 2.11812
H 0.56083 1.74576 -1.45154
H -0.42886 2.58399 -2.38406
H -0.48196 4.50411 -1.07870
H 1.08183 4.00242 -1.55549
H -0.34832 4.12090 1.12798
H 1.36565 4.45402 0.73367
H 1.77088 2.76385 1.76346
H 1.44797 1.70136 0.45113
H -0.15841 2.15201 2.94691
H -1.09358 1.80285 1.42265
H 0.86453 0.02756 2.85493
H 1.21484 -1.42975 1.31178
H 1.41515 -1.11381 -1.81538
H -1.47990 -1.39463 -2.20516
H -0.31760 -2.10798 -3.24778
H -0.87191 -4.30126 -2.60325
H -1.96764 -3.64977 -1.26733
H 0.41841 -4.75466 -0.63003
H -0.50817 -3.57040 0.12996
H 2.09967 -2.93867 -0.92188
H -2.09023 -0.49346 1.16406
*
```

Summary:
DFT total energy   -22358.060 eV
Lowest unoccupied orbital energy   0.6 eV
Frontier orbital gap   9.3313 eV
SMILES   NCCCC[C@H](NC(=O)[C@@H]1CCCN1)C(=O)O

C11H21N3O3S in the gas phase. Source: the Open Molecules 2025 dataset; level of theory: ωB97M-V/def2-TZVPD.

```
! RIJCOSX wB97M-V def2-TZVPD def2/J DEFGRID3
* xyz 0 1
C 2.96774 -0.34635 3.90208
N 2.05680 -0.49844 2.77856
C 1.16181 0.40806 2.40457
O 1.06884 1.50562 2.99275
C 0.31002 0.08892 1.16426
C -0.95084 -0.69320 1.51187
C -0.71491 -2.00776 2.23665
S 0.47645 -3.25187 1.59606
C 0.31987 -4.55322 2.87982
N -0.05022 1.31151 0.45095
C 0.85666 2.06386 -0.24026
O 1.89863 1.57492 -0.67659
C 0.43087 3.55228 -0.39318
C 1.43484 4.55224 0.25588
N 0.26495 3.94399 -1.77969
C -0.70432 3.47512 -2.52269
C -0.66432 3.87518 -3.96404
O -1.62508 2.77130 -2.13140
H 3.89948 0.14093 3.60618
H 3.25940 -1.31645 4.28269
H 2.47238 0.22040 4.69890
H 2.13284 -1.31619 2.21798
H 0.92230 -0.49192 0.44554
H -1.66709 -0.08394 2.07490
H -1.46194 -0.90242 0.54790
H -1.69080 -2.49530 2.29693
H -0.41918 -1.81160 3.24892
H -0.63471 -5.07946 2.75256
H 0.35713 -4.16479 3.91436
H 1.08621 -5.26612 2.70418
H -0.94710 1.73722 0.63345
H -0.49377 3.64826 0.16411
H 1.67111 4.19401 1.27836
H 1.03448 5.54767 0.24603
H 2.36812 4.57605 -0.32768
H 1.00020 4.50813 -2.20919
H 0.26774 3.52916 -4.43842
H -1.50966 3.38102 -4.49817
H -0.77178 4.95126 -4.04279
*
```

Summary:
DFT total energy   -33197.108 eV
Lowest unoccupied orbital energy   0.7 eV
Frontier orbital gap   9.6701 eV
SMILES   CNC(=O)[C@@H](CCSC)NC(=O)[C@@H](C)NC(C)=O

C11H21N5O3 in the gas phase. Source: the Open Molecules 2025 dataset; level of theory: ωB97M-V/def2-TZVPD.

```
! RIJCOSX wB97M-V def2-TZVPD def2/J DEFGRID3
* xyz 0 1
H -1.03649 -0.76014 3.86804
N -0.04211 -0.80872 4.06375
C 0.46793 -1.20614 2.98185
N 1.81762 -1.40448 2.58352
N -0.44761 -1.68726 1.99501
C 0.14818 -2.40440 0.87602
C -0.85980 -2.79730 -0.21648
C -2.12910 -2.02219 -0.59322
C -1.65800 -0.59619 -0.90503
N -1.16170 0.20055 0.16877
C -0.44726 1.31496 0.17685
O -0.23894 1.92481 1.21525
C 0.23795 1.81663 -1.28942
C 1.63003 1.12246 -1.22657
C 2.62071 2.02308 -0.30563
C 1.89929 3.40194 -0.50644
N 0.52981 3.21849 -1.07566
C -2.71717 0.05155 -1.78438
O -3.80769 0.38898 -1.42643
O -2.48286 0.20255 -3.18125
H 2.34367 -0.92907 3.29640
H 1.93461 -1.11848 1.60977
H -1.44500 -1.81382 2.26712
H 0.74285 -3.31329 1.20417
H 0.89752 -1.72960 0.49693
H -0.23106 -2.89455 -1.10749
H -1.07185 -3.97950 0.10081
H -2.37763 -2.31928 -1.68242
H -2.91551 -2.19213 0.11126
H -0.68244 -0.71388 -1.71502
H -1.01381 -0.43923 0.94069
H -0.24009 1.50712 -2.29513
H 2.09810 1.28767 -2.21856
H 1.72600 -0.00398 -1.04427
H 3.64005 1.92251 -0.56007
H 2.88906 1.62483 0.69571
H 1.72718 3.89899 0.36879
H 2.44617 4.09590 -1.19576
H -0.05728 3.94552 -1.29838
H -2.73333 1.18509 -3.39306
*
```

Summary:
DFT total energy   -25336.915 eV
Lowest unoccupied orbital energy   0.4 eV
Frontier orbital gap   8.5116 eV
SMILES   [H]/N=C(/N)NCCC[C@H](NC(=O)[C@@H]1CCCN1)C(=O)O

C11H21NO in the gas phase. Source: the Open Molecules 2025 dataset; level of theory: ωB97M-V/def2-TZVPD.

```
! RIJCOSX wB97M-V def2-TZVPD def2/J DEFGRID3
* xyz 0 1
C -2.94335 1.06330 -1.08790
C -1.67891 1.18570 -0.21319
C -0.73497 0.00645 -0.29866
C -1.02947 -1.24591 0.57837
N 0.06783 -2.22489 0.40199
C -0.22308 -3.58068 0.90078
C 1.44010 -1.68976 0.64257
C 1.75242 -0.40067 -0.17226
C 3.12263 0.18791 0.24166
C 0.61843 0.57291 0.12458
C 0.64361 1.91811 -0.56522
C -0.79438 2.34517 -0.71338
O -1.06863 3.51440 0.02374
H -2.64935 0.80592 -2.12268
H -3.46555 1.99851 -1.11493
H -3.58287 0.31930 -0.61846
H -1.99379 1.37931 0.85720
H -0.65988 -0.30927 -1.31733
H -1.96882 -1.67121 0.32058
H -1.03854 -0.93255 1.64740
H -1.17388 -3.91774 0.50717
H 0.56944 -4.31641 0.57853
H -0.22814 -3.57573 1.99085
H 1.50031 -1.43586 1.70510
H 2.18693 -2.43442 0.43223
H 1.73516 -0.67438 -1.21506
H 3.39524 1.03217 -0.37861
H 3.92661 -0.52715 0.13657
H 3.08940 0.54193 1.26153
H 0.53630 0.72324 1.19176
H 1.00352 1.80881 -1.58603
H 1.28837 2.63868 -0.03197
H -0.95197 2.57086 -1.76326
H -0.69071 4.32394 -0.34365
*
```

Summary:
DFT total energy   -15285.063 eV
Lowest unoccupied orbital energy   0.9 eV
Frontier orbital gap   8.9392 eV
SMILES   C[C@H]1[C@@H]2CN(C)C[C@H](C)[C@H]2C[C@@H]1O